DFT (ωB97M-V with the def2-TZVPD basis set) results for a 2-piece molecular cluster, C8H16N2 overall in a non-equilibrium geometry.

ORCA input file:
```
! RIJCOSX wB97M-V def2-TZVPD def2/J DEFGRID3
* xyz 0 1
C -1.61971 0.27665 0.04975
C 0.71558 -0.35851 0.09558
C -1.81821 -0.18915 1.47848
C -2.58308 -0.42140 -0.88629
C -1.70236 1.78551 -0.05469
C 3.23231 -1.19848 0.78208
C 0.09318 -0.05456 -1.18284
C 2.40628 -0.47139 -0.22218
N 0.38127 0.34810 -2.26594
N 2.91304 0.30763 -1.13659
H 2.04827 0.53285 -2.02991
H 3.84776 0.68641 -0.98911
H 0.40896 -1.29480 0.53802
H 0.75597 0.50294 0.75159
H -1.55541 2.11996 -1.08188
H -1.64480 -1.26254 1.58350
H -2.84331 0.00140 1.81981
H -1.16269 0.33446 2.17769
H -2.43205 -0.10794 -1.91848
H -3.62278 -0.19343 -0.61692
H -2.47790 -1.50644 -0.82535
H -2.69713 2.14230 0.24328
H -0.96746 2.27455 0.58816
H 3.58490 -2.13404 0.33887
H 2.64641 -1.51686 1.64492
H 4.09297 -0.60322 1.11846
*
```

Output
**Highest occupied orbital energy (spin up / spin down)**: -5.76 / -5.76 eV
**LUMO level (spin up / spin down)**: -0.15 / -0.15 eV